Entry 1:
106
Properties=species:S:1:pos:R:3:forces:R:3:mulliken_charge:R:1 method="wB97M-V/def2-TZVPD" charge=+1 energy_ha=-2332.73231 homo_energy_ev=-10.8
C 0.712126 3.737039 3.173183 -0.3 -0.8 -0.7 -1.407
C 0.155261 2.307810 3.335630 -0.8 0.6 -0.1 0.585
C -0.841643 2.176336 4.521524 1.0 -1.1 -0.9 -1.187
C -1.270153 0.678699 4.619737 0.4 1.3 0.8 0.438
N -2.469994 0.439125 3.787331 0.6 -0.7 -0.3 -0.048
P -2.407609 -0.967757 2.850598 0.5 -0.3 0.6 -0.082
C -1.909107 -2.385421 3.907991 0.4 -0.2 -1.0 -1.297
C -0.368468 -2.592519 4.017713 0.0 -0.3 1.4 -0.388
C 0.017185 -2.749982 5.527340 0.8 0.0 -0.7 -0.870
C 1.396587 -2.131188 5.871292 -0.9 0.8 0.3 -0.453
O 1.385167 -1.661273 7.223689 0.3 -0.3 -0.3 -0.555
C -1.187901 -0.840811 1.504367 -0.2 0.0 -0.1 -0.262
C -1.774714 -0.357491 0.170037 0.5 0.3 -0.8 0.398
C -1.612949 1.159435 -0.043459 -0.5 -0.4 -0.2 -1.670
N -0.236508 1.481514 -0.439134 -0.8 0.7 0.4 0.007
C -0.049450 1.345857 -1.894353 0.7 0.2 -0.1 0.192
C 1.077200 0.412605 -2.328668 -0.3 0.3 -0.1 1.012
C 1.565393 0.559432 -3.626094 -0.2 0.4 -0.2 -1.100
C 2.566710 -0.237979 -4.108428 0.9 -0.6 -1.0 -0.826
C 3.120858 -1.250632 -3.340335 -0.1 -0.1 0.2 -0.567
C 2.654914 -1.408580 -2.054107 0.5 -0.8 0.3 -0.469
C 1.668266 -0.580009 -1.560499 -0.1 0.3 0.8 0.221
O 1.287865 -0.801027 -0.238734 0.0 -0.5 0.1 -0.487
B -4.238379 -1.341619 2.269160 -1.3 0.2 -0.3 0.692
O -5.068224 -0.291528 2.006193 1.3 -0.5 -0.3 -0.493
O -4.652785 -2.635626 2.157780 0.5 0.3 -0.2 -0.565
C -4.129180 -3.212908 0.938432 0.0 -0.5 -0.3 -0.569
H 1.427265 3.721394 2.340642 0.1 0.2 0.4 0.405
H -0.108884 4.379910 2.829439 0.2 0.1 0.4 0.274
H 1.169386 4.104818 4.094789 0.0 0.1 -0.2 0.387
H -0.423742 2.086548 2.425050 0.3 -0.1 0.0 -0.347
H 0.945540 1.545989 3.387103 -0.1 0.3 0.2 0.311
H -1.728131 2.790842 4.320376 0.2 0.1 0.4 0.310
H -0.298243 2.485915 5.419892 -0.5 0.0 0.1 0.458
H -0.390853 0.096762 4.314136 -0.3 -0.1 -0.1 -0.309
H -1.452928 0.446863 5.678130 -0.4 -0.2 -0.3 0.339
H -2.660785 1.254597 3.210627 -0.2 -0.1 0.0 0.077
H -2.420900 -2.370336 4.875010 0.1 0.2 -0.2 0.765
H -2.311975 -3.256210 3.367822 -0.2 0.3 0.1 0.398
H 0.231914 -1.792682 3.571277 -0.3 -0.1 0.0 0.165
H -0.066683 -3.527182 3.532534 -0.2 0.3 -0.2 0.659
H 0.034701 -3.820495 5.763436 -0.2 0.3 0.2 0.445
H -0.720440 -2.251464 6.167792 0.1 -0.1 -0.1 0.328
H 1.539060 -1.243117 5.230019 0.3 -0.4 -0.1 0.158
H 2.233000 -2.822179 5.753508 -0.1 0.1 0.1 0.386
H 0.754330 -0.932963 7.248225 0.1 -0.1 0.2 0.304
H -0.664636 -1.796425 1.380230 -0.2 0.1 0.1 0.794
H -0.439147 -0.101596 1.828563 -0.1 -0.3 0.0 -0.025
H -2.811430 -0.659390 -0.032121 0.1 0.0 0.4 0.201
H -1.170844 -0.826553 -0.619615 -0.3 -0.1 0.2 -0.098
H -2.321698 1.478322 -0.829617 0.1 -0.1 0.2 0.208
H -1.920283 1.699645 0.862784 0.3 0.0 -0.1 0.737
H -0.122254 2.464398 -0.211008 0.2 -0.1 -0.1 0.323
H 0.200250 2.356732 -2.274045 -0.2 -0.5 0.0 -0.176
H -0.977544 1.045694 -2.401362 0.1 0.1 0.2 -0.008
H 1.180342 1.327789 -4.297214 -0.1 0.0 0.3 0.449
H 2.955481 -0.105844 -5.117318 -0.2 0.1 0.1 0.371
H 3.893032 -1.924215 -3.701046 -0.1 0.2 -0.1 0.538
H 3.077886 -2.208406 -1.430778 -0.3 0.6 -0.2 0.550
H 1.684887 -0.135452 0.333700 -0.2 0.2 -0.3 0.214
H -4.501408 0.440598 1.701497 -0.7 0.6 0.4 0.346
H -4.096652 -2.484396 0.116539 -0.1 -0.1 0.2 0.205
H -3.120916 -3.627654 1.088038 -0.2 0.1 0.0 0.255
H -4.790578 -4.024772 0.625522 0.1 0.2 0.2 0.343
C 0.616304 -4.505299 -3.122844 0.1 0.3 0.0 -0.579
O 0.120729 -3.274823 -2.606529 -0.2 -0.1 0.0 -0.369
H 0.066099 -5.318990 -2.655235 0.0 0.1 0.0 0.222
H 0.470612 -4.550498 -4.204943 0.0 -0.2 0.0 0.288
H 1.680050 -4.611686 -2.892077 0.0 -0.1 -0.1 0.184
H 0.620374 -2.567630 -3.029415 0.0 0.0 0.1 0.221
C -3.402167 -0.329176 -3.344287 0.0 0.2 -0.3 -0.206
O -3.103552 1.059365 -3.463115 0.0 -0.1 0.1 -0.457
H -3.238922 -0.626730 -2.310144 0.0 0.1 0.0 -0.162
H -4.444462 -0.516918 -3.611508 0.0 -0.1 0.1 0.377
H -2.747540 -0.916640 -3.992545 0.0 -0.1 0.1 0.274
H -3.253702 1.304683 -4.383657 0.0 0.1 0.0 0.224
C -0.656946 5.697857 -2.957437 0.2 -0.2 -0.2 -0.568
O 0.389040 4.901915 -2.402846 -0.1 0.0 0.1 -0.467
H -1.127218 6.253144 -2.149681 0.1 0.0 0.0 0.218
H -0.251189 6.401335 -3.687422 -0.1 0.1 0.0 0.302
H -1.404150 5.061301 -3.438663 -0.1 0.1 0.0 0.234
H 0.795299 4.419605 -3.128922 0.1 0.1 0.0 0.254
C -2.111910 1.584347 -7.416781 -0.2 0.2 -0.1 -0.472
O -3.468029 1.760078 -7.009402 0.2 -0.1 0.2 -0.506
H -1.623917 0.922138 -6.704450 -0.1 0.0 0.0 0.154
H -2.069993 1.134328 -8.410730 0.1 0.0 0.0 0.295
H -1.591514 2.545239 -7.428367 0.1 -0.1 0.0 0.261
H -3.884573 2.346269 -7.647359 -0.1 0.0 0.1 0.290
C 6.094738 -2.783906 -1.565109 -0.1 -0.3 0.2 -0.662
O 4.800015 -3.395189 -1.531135 0.2 -0.1 0.0 -0.482
H 6.069585 -1.971860 -2.286233 -0.1 0.0 0.0 0.257
H 6.348967 -2.382808 -0.582319 0.1 0.1 -0.1 0.256
H 6.847223 -3.511636 -1.870515 0.1 0.1 0.0 0.363
H 4.839692 -4.111040 -0.890432 0.0 0.0 -0.1 0.251
C -4.255772 4.055086 0.859006 0.1 0.1 0.1 -0.708
O -4.036708 2.841308 1.586586 0.2 -0.4 0.2 -0.339
H -4.573905 3.794711 -0.146719 0.0 -0.1 0.0 0.264
H -5.034835 4.646528 1.341537 0.0 0.0 -0.1 0.296
H -3.331957 4.634794 0.805748 0.0 0.1 -0.1 0.272
H -3.759314 3.088172 2.474262 -0.2 0.1 0.0 0.212
C 9.483688 -0.959403 -0.502987 0.0 0.1 -0.3 -0.559
O 8.851034 -1.384164 -1.707280 0.0 0.0 0.1 -0.467
H 9.374377 -1.749807 0.235812 0.0 0.0 -0.1 0.212
H 10.546420 -0.776078 -0.676258 0.0 0.0 0.2 0.291
H 9.011529 -0.048383 -0.126166 0.1 0.0 0.1 0.259
H 8.955772 -0.677314 -2.350351 0.0 -0.1 0.0 0.276


Entry 2:
38
Properties=species:S:1:pos:R:3:forces:R:3:mulliken_charge:R:1 method="wB97M-V/def2-TZVPD" charge=0 energy_ha=-1797.37973 e_above_lowest_kj_mol=85.7 homo_energy_ev=-7.9
Pd 0.244803 -0.028791 0.048562 0.5 1.2 -1.4 0.666
N -2.535868 -0.475431 -1.623219 0.0 0.1 0.1 -0.127
C -2.171382 -0.141097 -3.036960 0.0 0.0 0.1 -0.829
P -0.413696 0.466952 -2.896359 0.1 -0.6 -0.4 1.224
O 0.467777 -0.732334 -2.984823 0.1 0.0 -0.1 -0.787
O -0.503963 1.267492 -1.621532 0.2 0.4 0.2 -0.976
C -0.136289 1.469603 -4.416175 -0.2 0.2 0.1 -0.866
N 1.158665 1.133679 -5.019066 0.0 -0.1 0.2 -0.544
H -2.033261 -1.304986 -1.282169 0.0 0.1 0.0 -0.056
H -3.531744 -0.602229 -1.449171 0.1 0.0 0.0 0.393
H -2.165749 0.291245 -1.023085 0.0 -0.2 -0.1 0.253
H -2.859576 0.628760 -3.384615 0.0 0.0 0.0 0.428
H -2.245155 -1.030116 -3.657715 0.0 0.0 0.0 0.388
H -0.148222 2.526458 -4.141922 -0.1 0.0 0.0 0.302
H -0.975350 1.290074 -5.097735 0.0 0.0 0.0 0.535
H 1.305488 0.129231 -4.955373 -0.1 0.0 0.0 0.274
H 2.147947 1.731412 -3.695322 0.0 0.2 -0.3 0.435
H 1.194919 1.416486 -5.990253 0.1 0.0 0.1 0.223
F -2.416246 -0.545874 1.164846 -0.1 0.3 -0.2 -0.375
B -1.139002 -0.056669 1.385966 0.6 -2.0 1.4 0.603
F -1.049196 0.696102 2.504607 -0.2 0.2 -0.4 -0.249
C -0.262430 -3.433706 2.572840 0.0 0.1 0.0 -1.799
C 0.051661 -2.704377 1.267442 -0.1 -0.2 0.1 2.044
C 1.442290 -3.078905 0.765015 0.0 0.1 0.0 -1.433
C -0.980340 -3.097826 0.203777 0.2 0.1 -0.1 -1.765
O 0.056842 -1.311999 1.583088 -0.9 0.5 0.4 -0.910
H -0.229981 -4.516132 2.439449 0.0 0.0 0.0 0.399
H -1.254124 -3.150829 2.930383 0.0 0.0 0.0 0.397
H 0.465582 -3.149302 3.332504 0.0 0.0 0.0 0.388
H 1.522005 -4.156134 0.607025 0.0 0.0 0.0 0.396
H 2.192869 -2.769225 1.493161 0.0 0.0 0.0 0.347
H 1.655766 -2.570969 -0.179673 0.0 0.0 0.0 0.298
H -1.042136 -4.184751 0.125237 0.0 0.0 0.0 0.539
H -0.661126 -2.714200 -0.772935 0.0 0.0 0.0 0.183
H -1.962805 -2.715958 0.467003 -0.1 0.0 0.1 0.336
O 2.368929 1.994559 -2.755173 0.1 -0.1 -0.1 -0.461
S 3.155550 0.762518 -2.071157 0.1 0.1 0.0 0.293
N 2.626456 0.363321 -0.792642 -0.1 -0.4 0.3 -0.167


What is the charge in the second record?
0


Which of these has the lowest charge?
C6H19BF2N3O4PPdS